Entry from OMol25: CH2N2O2S in the gas phase (ωB97M-V/def2-TZVPD).

Structure (ORCA input):
```
! RIJCOSX wB97M-V def2-TZVPD def2/J DEFGRID3
* xyz 0 1
C 2.41 1.07 0.05
N 3.09 1.99 -0.05
N 0.02 -0.43 0.03
O 2.06 -1.25 1.18
O 1.98 -1.25 -1.22
S 1.64 -0.66 0.00
H -0.59 -0.68 -0.71
H -0.64 -0.27 0.75
*
```

HOMO level = -12.021 eV
SMILES = N#CS(N)(=O)=O
orbital gap = 12.272 eV
total energy = -18977.5097 eV

***

Entry from OMol25: a 2-piece molecular cluster, CH2N2O2S overall (ωB97M-V/def2-TZVPD).

Structure (ORCA input):
```
! RIJCOSX wB97M-V def2-TZVPD def2/J DEFGRID3
* xyz 0 1
C 3.50 0.79 -0.01
N 4.14 1.77 -0.03
N -0.30 -0.50 0.00
O 1.28 -2.09 1.29
O 1.28 -2.19 -1.22
S 1.20 -1.42 0.00
H -0.08 0.29 -0.66
H -0.49 -0.11 0.98
*
```

HOMO level (spin up / spin down) = -12.621 / -10.501 eV
orbital gap (spin up / spin down) = 9.402 / 6.169 eV
total energy = -18974.3428 eV